88
Properties=species:S:1:pos:R:3:forces:R:3:mulliken_charge:R:1 method="wB97M-V/def2-TZVPD" total_charge=-1 max_force_ev_per_a=1.65 orbital_gap_ha=0.2613 energy_ha=-3225.4618
C -1.574 -2.778 2.033 0.01 0.22 -0.18 -0.676
C -2.427 -3.967 1.680 0.13 -0.32 -0.09 0.615
O -1.965 -5.014 1.302 -0.15 0.23 0.23 -0.585
O -3.761 -3.851 1.860 0.04 -0.02 -0.35 -0.396
C -4.368 -2.576 1.599 -0.14 0.27 0.19 -0.631
C -4.260 -2.132 0.148 -0.54 -0.22 0.14 -0.830
C -4.838 -0.727 -0.014 0.19 0.15 -0.70 -0.684
C -3.806 0.397 0.068 -0.05 -0.18 0.15 -0.861
C -4.423 1.752 -0.345 0.40 0.03 0.27 -1.011
C -4.179 2.935 0.573 0.17 0.26 0.09 0.840
C -3.697 4.177 0.074 -0.18 0.08 0.43 -0.271
C -3.384 4.405 -1.393 -0.10 -0.09 0.13 -1.753
C -1.874 4.444 -1.671 0.11 0.42 0.28 -0.894
C -1.083 3.400 -0.888 -0.18 0.29 0.08 0.187
S 0.537 3.190 -1.667 -0.10 -0.89 -0.05 -0.187
C 1.548 2.571 -0.348 -0.49 0.09 -0.05 0.298
S 1.592 3.316 1.095 0.22 -0.06 0.13 -0.208
N 2.294 1.439 -0.743 0.69 0.59 0.34 0.042
C 1.664 0.160 -0.382 -0.03 -0.26 -0.65 -0.519
C 2.045 -0.298 1.009 -0.19 -0.02 -0.20 -0.241
O 3.445 -0.536 0.994 -0.04 0.23 0.43 -0.368
C 4.080 0.731 0.915 0.43 -0.11 -0.09 -0.398
C 3.721 1.490 -0.364 0.02 0.19 0.46 -0.939
C -3.503 5.286 0.929 -0.05 -0.70 0.17 0.715
C -3.019 6.625 0.365 0.07 0.04 -0.02 -0.338
O -1.864 6.963 0.666 0.16 -0.16 0.15 -0.669
O -3.869 7.192 -0.332 -0.39 0.36 -0.35 -0.731
C -3.773 5.194 2.307 -0.06 -0.32 0.13 0.687
S -3.517 6.618 3.306 0.19 0.20 -0.10 -0.304
C -4.263 3.983 2.791 0.10 0.34 -0.40 -0.078
C -4.462 2.885 1.942 -0.07 0.06 -0.15 0.561
C -5.040 1.806 2.786 -0.39 -0.08 0.09 0.366
O -5.129 0.606 2.628 -0.09 0.46 -0.02 -0.534
N -5.482 2.426 3.997 1.58 -0.47 0.16 -0.334
C -4.688 3.600 4.153 -0.24 0.28 0.05 -0.039
O -4.424 4.091 5.228 -0.26 -0.11 -0.31 -0.634
H -1.869 -2.351 2.991 0.09 -0.07 0.06 0.370
H -1.681 -1.985 1.290 -0.06 -0.03 0.01 0.100
H -0.537 -3.098 2.030 0.02 -0.01 0.15 0.297
H -4.025 -1.809 2.298 0.20 -0.05 -0.07 0.347
H -5.427 -2.720 1.811 0.06 -0.08 0.13 0.357
H -3.246 -2.202 -0.250 0.06 0.11 0.10 0.461
H -4.865 -2.829 -0.439 0.12 -0.07 -0.03 0.240
H -5.651 -0.539 0.689 0.08 -0.09 0.05 0.311
H -5.277 -0.659 -1.015 -0.06 -0.03 0.02 0.494
H -2.996 0.134 -0.620 0.05 0.14 -0.02 0.639
H -3.363 0.447 1.063 -0.05 0.01 0.01 0.372
H -3.993 1.999 -1.307 -0.22 0.00 -0.19 0.123
H -5.499 1.627 -0.494 -0.04 0.01 0.04 0.538
H -3.800 5.378 -1.657 -0.02 -0.03 -0.02 0.491
H -3.877 3.667 -2.018 0.03 -0.07 -0.06 0.623
H -1.682 4.358 -2.743 -0.11 -0.07 -0.02 0.670
H -1.515 5.427 -1.356 0.13 -0.02 -0.12 0.311
H -1.611 2.443 -0.876 0.21 -0.10 -0.07 -0.268
H -0.927 3.725 0.140 -0.04 0.05 -0.05 0.380
H 2.077 -0.593 -1.061 -0.14 -0.04 -0.06 0.255
H 0.586 0.203 -0.539 -0.01 0.21 0.02 0.298
H 1.510 -1.219 1.246 0.24 -0.13 0.00 0.081
H 1.797 0.451 1.768 -0.03 0.02 0.01 0.351
H 5.157 0.544 0.932 -0.02 -0.03 -0.07 0.360
H 3.850 1.334 1.800 -0.22 -0.04 -0.03 0.316
H 3.971 2.536 -0.185 0.03 0.01 -0.13 0.485
H 4.352 1.156 -1.192 -0.29 -0.28 -0.12 0.310
H -3.988 6.107 4.448 -0.06 -0.18 0.00 0.168
H -5.305 1.793 4.775 -0.63 0.06 0.08 0.336
C 7.438 -2.250 -3.957 0.01 -0.08 0.03 -0.766
O 6.834 -3.018 -2.943 -0.12 0.04 -0.05 -0.255
C 6.440 -2.217 -1.841 0.16 -0.17 -0.04 -0.469
C 5.544 -2.991 -0.899 -0.11 0.13 0.07 -0.572
O 4.189 -3.041 -1.323 0.07 -0.08 -0.05 -0.278
C 3.897 -3.938 -2.384 -0.13 0.09 0.04 -0.534
C 3.839 -5.388 -1.962 0.15 -0.08 -0.10 -0.595
O 5.142 -5.943 -1.884 0.00 0.06 0.13 -0.254
C 5.152 -7.160 -1.176 0.05 0.02 -0.07 -0.774
H 8.329 -1.730 -3.584 -0.01 0.04 -0.02 0.303
H 7.734 -2.930 -4.753 0.01 -0.01 0.01 0.233
H 6.737 -1.512 -4.364 0.04 0.04 0.02 0.321
H 5.905 -1.327 -2.195 0.00 0.04 0.06 0.242
H 7.343 -1.899 -1.299 -0.05 0.11 0.02 0.451
H 5.530 -2.456 0.052 -0.11 0.01 -0.01 0.435
H 5.937 -3.994 -0.720 0.08 0.00 -0.11 0.220
H 4.590 -3.806 -3.218 0.07 -0.09 0.02 0.248
H 2.900 -3.653 -2.727 0.00 0.00 0.02 0.363
H 3.258 -5.957 -2.701 -0.09 0.01 0.06 0.445
H 3.340 -5.462 -0.988 -0.05 0.02 -0.02 0.352
H 4.844 -7.013 -0.134 -0.05 -0.04 -0.02 0.327
H 6.171 -7.542 -1.190 0.00 0.01 -0.02 0.229
H 4.490 -7.899 -1.644 -0.02 -0.01 0.04 0.311